The following is a quantum chemistry calculation of a molecular structure, C28H20ClCoN2OPS5Sb, from OMol25.

The geometry in ORCA input format:
```
! wB97M-V def2-TZVPD RIJCOSX def2/J DEFGRID3
* xyz -1 2
C 0.11 -5.40 -0.82
C 0.94 -6.38 1.22
H -6.54 -6.62 -0.78
C -6.39 -5.21 0.82
H -2.10 -1.89 4.04
S 1.91 -0.34 1.86
H -2.53 3.68 -3.72
C -5.62 -4.21 1.41
O -1.02 -0.60 2.15
C 0.48 2.52 -2.67
H -3.80 -3.10 1.33
C -4.59 0.10 1.86
H 2.82 0.60 -0.31
N 0.91 1.20 -0.68
S -2.07 -2.15 -0.41
H 0.23 -5.15 -1.86
Cl -6.76 -0.78 3.22
C -4.15 -1.38 3.69
H -4.53 -1.99 4.51
C -1.23 -5.35 1.19
C -2.81 -1.33 3.44
C -0.47 3.19 -3.47
C 2.18 1.15 -0.99
H 1.73 -6.89 1.76
H -7.35 -5.47 1.25
C -2.81 0.96 0.45
H -0.36 -6.26 2.92
H -2.13 -5.05 1.71
C -1.33 1.84 -1.16
H 2.22 2.92 -3.88
S -0.09 -1.79 -0.97
H -3.28 2.50 -1.73
Co -0.01 0.22 0.75
C 0.05 1.86 -1.51
C 1.86 2.44 -2.98
Sb 1.80 -2.48 0.80
C -1.07 -5.05 -0.16
H -3.63 1.47 -0.07
C -4.72 -5.50 -0.88
H -4.37 -5.97 -1.79
C -3.93 -4.52 -0.29
H -5.97 -3.69 2.29
C -1.79 3.18 -3.11
C -2.27 -0.56 2.36
H -0.15 3.69 -4.37
C -3.21 0.18 1.57
N -1.61 1.09 0.01
S 3.28 -2.32 -0.95
C -0.23 -6.03 1.87
C -4.39 -3.87 0.86
C 2.69 1.75 -2.16
C 1.11 -6.06 -0.12
S -2.30 -4.44 -2.99
P -2.33 -4.11 -1.07
H -5.29 0.65 1.23
C -5.05 -0.66 2.89
C -2.23 2.50 -1.96
H 2.04 -6.30 -0.63
H 3.75 1.64 -2.38
C -5.93 -5.85 -0.32
*
```

Computed properties:
Energy above the lowest of the compared OMol25 structures with the same formula, charge and spin   0.000 eV
Total energy   -154547.8362 eV
E_HOMO (alpha / beta)   -4.12 / -4.10 eV
Kohn-Sham gap (alpha / beta)   5.5 / 5.5 eV
⟨S²⟩   0.7629